Formula: C6H12N
Source: the Open Molecules 2025 dataset
Level of theory: ωB97M-V with the def2-TZVPD basis set

- Orbital gap (spin up / spin down): 0.312 / 0.194 hartree
- HOMO (spin up / spin down): -19.821 / -19.648 eV
- Spin multiplicity: 2
- Total charge: +2
- Energy relative to the best compared isomer or geometry (same formula, charge and spin): 84.3 kcal per mole
- Expectation value of S²: 0.758

Positions of all 19 atoms, in Å:
C -0.616 -2.331 0.375
C 0.572 -1.287 0.580
C 0.851 -0.200 -0.526
C -0.158 0.900 -0.826
C -0.884 1.209 -1.886
C 0.553 2.014 1.242
N -0.377 1.797 0.355
H -0.102 -3.225 0.082
H -1.426 -2.161 -0.335
H -1.148 -2.457 1.412
H 1.426 -1.915 0.611
H 0.511 -0.809 1.647
H 1.041 -0.841 -1.516
H 1.842 0.252 -0.306
H -1.593 2.002 -1.792
H -0.802 0.677 -2.748
H 0.496 3.016 1.613
H 1.119 1.149 1.689
H -1.306 2.209 0.330



Formula: C6H8N2
Source: the Open Molecules 2025 dataset
Level of theory: ωB97M-V with the def2-TZVPD basis set

- Orbital gap: 0.336 hartree
- HOMO: -8.142 eV
- SMILES: c1c[nH]c(N2CC2)c1
- Total charge: 0
- Energy relative to the best compared isomer or geometry (same formula, charge and spin): 119.9 kcal per mole

Positions of all 16 atoms, in Å:
C 2.375 0.575 0.250
C 2.054 0.440 -1.134
N 0.639 0.156 -1.195
C 0.112 0.102 0.177
N -1.084 -0.126 0.774
C -2.021 -1.280 0.448
C -2.228 0.300 0.126
C 1.127 0.394 0.929
H 3.516 0.418 0.830
H 2.932 0.276 -1.933
H 0.185 -0.059 -1.972
H -2.384 -1.795 1.246
H -1.823 -1.947 -0.379
H -2.843 1.188 0.631
H -1.709 0.588 -0.824
H 1.153 0.769 2.026